# 1
Formula: C19H23F2N3O4
Source: OMol25
Level of theory: the ωB97M-V functional and the def2-TZVPD basis

Element x y z (Å)
C  2.845  -0.350  0.283
N  1.688  -1.202  0.155
C  1.907  -2.621  -0.053
C  1.739  -3.031  -1.519
C  2.720  -2.327  -2.459
N  4.098  -2.437  -2.002
C  4.683  -3.766  -2.118
C  5.101  -4.110  -3.554
O  5.986  -3.143  -4.077
C  5.408  -1.855  -4.039
C  5.006  -1.474  -2.609
C  0.410  -0.791  0.257
O  -0.534  -1.561  0.136
C  0.135  0.642  0.533
C  -1.172  1.199  0.454
C  -0.995  2.496  0.833
C  -1.938  3.645  0.985
O  -3.278  3.284  0.755
C  -3.887  2.354  1.537
C  -3.457  1.824  2.753
F  -2.290  2.229  3.309
C  -4.189  0.875  3.446
C  -5.396  0.430  2.946
C  -5.870  0.939  1.749
C  -5.120  1.876  1.071
F  -5.579  2.363  -0.095
O  0.303  2.702  1.113
N  0.990  1.554  0.924
H  3.702  -0.872  -0.135
H  2.696  0.587  -0.250
H  3.037  -0.107  1.331
H  2.910  -2.870  0.292
H  1.167  -3.165  0.541
H  0.724  -2.786  -1.834
H  1.854  -4.113  -1.586
H  2.476  -1.261  -2.482
H  2.567  -2.722  -3.475
H  3.980  -4.510  -1.747
H  5.575  -3.780  -1.483
H  5.639  -5.059  -3.580
H  4.212  -4.189  -4.199
H  6.167  -1.171  -4.422
H  4.529  -1.819  -4.701
H  4.546  -0.484  -2.603
H  5.909  -1.447  -1.990
H  -2.062  0.686  0.160
H  -1.724  4.401  0.221
H  -1.797  4.107  1.971
H  -3.791  0.504  4.377
H  -5.966  -0.309  3.485
H  -6.808  0.616  1.327

Atomic forces in eV per Å
C 0.38 0.38 0.11
N -0.08 -0.17 -0.09
C -0.32 -0.46 -0.15
C 0.20 0.22 0.07
C -0.13 -0.21 0.09
N 0.02 0.08 -0.04
C 0.15 -0.06 -0.22
C -0.17 -0.12 0.25
O 0.10 -0.02 0.05
C -0.10 0.29 0.19
C 0.16 -0.11 -0.27
C 0.36 -0.35 -0.02
O -0.20 0.15 -0.01
C -0.55 0.98 0.19
C 0.19 0.64 0.11
C -0.30 -0.96 -0.42
C 0.56 0.41 0.12
O -0.18 -0.17 0.02
C -0.26 -0.17 0.08
C -0.06 -0.02 0.08
F -0.16 0.05 -0.11
C 0.08 0.07 -0.05
C 0.09 0.10 -0.04
C 0.06 0.11 -0.13
C 0.09 0.01 0.06
F 0.12 -0.02 0.13
O -0.61 0.54 0.10
N 0.73 -0.78 -0.01
H -0.04 -0.03 0.00
H 0.13 -0.07 0.01
H 0.09 0.04 -0.05
H -0.04 0.06 0.05
H 0.17 0.02 -0.02
H -0.03 -0.09 -0.01
H -0.06 -0.07 -0.03
H -0.01 0.01 -0.07
H -0.02 0.13 0.02
H 0.03 -0.07 0.05
H -0.02 -0.12 -0.02
H -0.11 -0.01 0.01
H 0.08 -0.03 0.02
H -0.10 0.03 -0.01
H 0.08 0.01 0.01
H 0.01 0.04 0.04
H 0.02 0.09 -0.06
H -0.22 -0.07 -0.04
H -0.01 -0.12 0.15
H -0.05 -0.08 -0.19
H 0.08 -0.02 0.09
H -0.06 -0.07 0.06
H -0.09 -0.01 -0.08

Summary:
Structure (SMILES): CN(CCCN1CCOCC1)C(=O)c1cc(COc2c(F)cccc2F)on1
Electronic energy (a.u.): -1402.68791
Total charge: 0
Energy relative to the best compared isomer or geometry (same formula, charge and spin) (kcal/mol): 67.8
LUMO level (eV): 0.772

Atomic charges from the natural (NBO) analysis, expressed in e, are listed below:
1 C -0.421
2 N -0.412
3 C -0.216
4 C -0.416
5 C -0.225
6 N -0.464
7 C -0.252
8 C -0.090
9 O -0.527
10 C -0.089
11 C -0.245
12 C 0.641
13 O -0.628
14 C 0.043
15 C -0.327
16 C 0.297
17 C -0.109
18 O -0.462
19 C 0.158
20 C 0.343
21 F -0.326
22 C -0.276
23 C -0.196
24 C -0.282
25 C 0.375
26 F -0.308
27 O -0.264
28 N -0.115
29 H 0.225
30 H 0.222
31 H 0.205
32 H 0.208
33 H 0.227
34 H 0.231
35 H 0.201
36 H 0.199
37 H 0.175
38 H 0.203
39 H 0.200
40 H 0.197
41 H 0.158
42 H 0.196
43 H 0.159
44 H 0.203
45 H 0.198
46 H 0.260
47 H 0.220
48 H 0.211
49 H 0.235
50 H 0.223
51 H 0.235

=====

# 2
Formula: C19H23F3KN8O4S2
Source: OMol25
Level of theory: the ωB97M-V functional and the def2-TZVPD basis

Element x y z (Å)
K  -0.597  2.070  0.046
C  -2.241  -2.200  -1.241
C  -1.437  -0.958  -1.490
N  -0.297  -0.746  -0.945
N  0.256  -1.684  -0.152
C  1.398  -1.420  0.536
N  1.963  -2.501  1.149
S  2.111  0.074  0.615
C  -1.950  0.137  -2.326
C  -3.200  0.102  -2.947
C  -3.621  1.185  -3.696
C  -2.801  2.297  -3.802
C  -1.570  2.249  -3.169
N  -1.152  1.208  -2.467
H  -2.709  -2.097  -0.255
H  -1.615  -3.096  -1.238
H  -3.011  -2.346  -1.991
H  -0.198  -2.582  -0.030
H  1.373  -3.273  1.433
H  2.672  -2.252  1.818
H  -3.841  -0.760  -2.859
H  -4.580  1.155  -4.196
H  -3.102  3.161  -4.378
H  -0.865  3.073  -3.245
C  4.923  1.689  -1.662
N  3.947  1.061  -2.515
C  3.953  -0.382  -2.688
C  2.558  -0.676  -3.258
N  1.894  0.619  -3.221
C  2.698  1.574  -2.695
S  2.278  3.163  -2.470
H  4.819  1.344  -0.628
H  4.760  2.764  -1.682
H  5.931  1.470  -2.020
H  4.121  -0.883  -1.730
H  4.746  -0.678  -3.380
H  2.020  -1.419  -2.671
H  2.621  -1.032  -4.290
H  0.905  0.677  -3.000
F  0.899  4.629  2.397
C  -0.416  4.387  1.892
F  -0.623  5.487  0.990
H  -1.078  4.623  2.748
F  0.189  -3.900  3.296
C  -0.411  -2.860  3.938
C  -0.634  -1.718  3.263
N  -1.192  -0.619  3.833
C  -1.518  0.516  2.976
C  -2.271  0.019  1.672
O  -2.592  -1.187  1.655
O  -2.422  0.888  0.799
C  -1.596  -0.640  5.154
O  -2.098  0.304  5.725
N  -1.347  -1.836  5.807
C  -0.761  -3.007  5.325
O  -0.581  -3.964  6.053
H  -0.331  -1.608  2.240
H  -0.613  1.050  2.666
H  -2.151  1.202  3.530
H  -1.613  -1.855  6.780

Atomic forces in eV per Å
K 1.39 1.24 -0.15
C -0.09 0.08 -0.07
C 0.50 -0.83 0.67
N -0.20 0.49 -0.43
N -0.19 -0.60 0.17
C 0.54 0.25 -0.14
N -0.36 -0.13 0.01
S 0.06 0.06 -0.05
C -0.34 0.86 -0.58
C 0.19 -0.32 0.18
C 0.10 0.23 -0.05
C -0.23 -0.23 -0.07
C 0.13 0.14 -0.15
N -0.07 -0.38 -0.20
H 0.00 0.03 0.02
H -0.01 0.00 -0.09
H 0.01 -0.06 -0.03
H -0.01 0.05 0.02
H 0.02 -0.01 -0.03
H 0.01 0.02 0.01
H -0.02 0.00 0.07
H -0.02 0.02 0.04
H 0.05 0.06 0.03
H 0.00 0.00 0.03
C 0.10 0.11 -0.03
N -0.35 -0.15 0.10
C 0.10 -0.02 0.05
C -0.04 -0.02 -0.20
N -0.11 -0.34 0.20
C 0.37 0.38 -0.37
S -0.31 0.09 0.25
H 0.02 -0.05 0.00
H 0.00 -0.02 -0.02
H -0.01 -0.04 0.00
H -0.01 0.01 0.05
H 0.00 -0.03 0.05
H -0.05 -0.02 0.10
H -0.01 -0.04 0.07
H 0.07 0.17 0.00
F 0.05 0.27 0.20
C -0.20 -1.15 -0.36
F -0.05 0.32 0.07
H 0.21 0.40 0.01
F -0.04 -0.03 0.12
C 0.12 0.16 -0.42
C 0.19 -0.26 0.41
N -0.04 0.08 0.26
C -0.29 -0.23 -0.82
C 0.16 -0.07 0.90
O -0.12 0.00 -0.24
O -1.10 -0.62 0.22
C 0.10 0.25 -0.08
O -0.10 -0.09 -0.01
N 0.01 -0.18 0.03
C -0.03 0.18 0.18
O 0.00 -0.07 -0.13
H -0.07 -0.01 -0.05
H -0.06 -0.01 0.25
H 0.06 0.01 0.00
H -0.02 0.04 0.01

Summary:
Electronic energy (a.u.): -3172.86133
Total charge: -1
Energy relative to the best compared isomer or geometry (same formula, charge and spin) (kcal/mol): 9.3
LUMO level (eV): 1.680

Atomic charges from the natural (NBO) analysis, expressed in e, are listed below:
1 K 0.841
2 C -0.719
3 C 0.250
4 N -0.222
5 N -0.453
6 C 0.258
7 N -0.804
8 S -0.221
9 C 0.168
10 C -0.225
11 C -0.160
12 C -0.251
13 C 0.058
14 N -0.460
15 H 0.314
16 H 0.201
17 H 0.220
18 H 0.382
19 H 0.395
20 H 0.415
21 H 0.216
22 H 0.214
23 H 0.222
24 H 0.223
25 C -0.414
26 N -0.428
27 C -0.217
28 C -0.223
29 N -0.621
30 C 0.313
31 S -0.270
32 H 0.201
33 H 0.250
34 H 0.188
35 H 0.200
36 H 0.189
37 H 0.200
38 H 0.185
39 H 0.444
40 F -0.462
41 C 0.005
42 F -0.469
43 H 0.039
44 F -0.337
45 C 0.163
46 C 0.078
47 N -0.404
48 C -0.359
49 C 0.776
50 O -0.774
51 O -0.790
52 C 0.793
53 O -0.621
54 N -0.628
55 C 0.596
56 O -0.609
57 H 0.234
58 H 0.223
59 H 0.266
60 H 0.425

=====

# 3
Formula: C19H23F4N2ORhSe
Source: OMol25
Level of theory: the ωB97M-V functional and the def2-TZVPD basis

Element x y z (Å)
Rh  -0.219  0.452  -0.186
C  -2.153  -1.360  0.955
N  -1.820  -0.712  -0.334
C  -1.731  -1.747  -1.383
C  -2.905  0.263  -0.702
C  -2.926  1.434  0.278
N  -1.526  1.826  0.378
C  -1.104  3.019  0.893
C  0.274  3.260  0.830
F  1.051  2.303  0.226
C  0.867  4.411  1.289
F  2.190  4.549  1.163
C  0.107  5.416  1.862
C  -1.259  5.210  1.930
F  -2.045  6.150  2.467
C  -1.861  4.052  1.469
F  -3.195  3.936  1.608
H  -3.161  -1.780  0.884
H  -2.099  -0.639  1.764
H  -1.434  -2.149  1.150
H  -2.720  -2.194  -1.514
H  -1.021  -2.511  -1.072
H  -1.382  -1.292  -2.303
H  -3.865  -0.265  -0.743
H  -2.664  0.625  -1.703
H  -3.358  1.141  1.242
H  -3.562  2.223  -0.125
H  0.557  6.328  2.222
C  3.111  -0.300  -1.471
C  1.875  -0.027  -2.322
C  1.807  1.445  -2.732
O  0.660  -0.454  -1.749
H  4.006  0.033  -2.000
H  3.229  -1.358  -1.250
H  3.058  0.237  -0.521
H  1.948  -0.627  -3.242
H  1.934  2.113  -1.874
H  0.850  1.666  -3.206
H  2.601  1.681  -3.444
Se  1.033  -0.704  1.499
C  1.288  -2.561  1.105
C  1.431  -3.414  2.201
C  1.653  -4.768  2.011
C  1.711  -5.296  0.729
C  1.555  -4.453  -0.361
C  1.354  -3.091  -0.180
H  1.371  -3.015  3.206
H  1.772  -5.415  2.871
H  1.875  -6.356  0.581
H  1.601  -4.853  -1.366
H  1.240  -2.431  -1.028

Atomic forces in eV per Å
Rh 0.83 0.47 -0.60
C -0.15 -0.10 -0.03
N -0.64 -0.22 0.04
C -0.17 -0.12 0.03
C -0.08 -0.04 0.22
C 0.30 -0.21 -0.14
N -0.50 0.24 0.34
C -0.11 -0.13 -0.01
C 0.00 0.29 0.07
F 0.14 0.06 0.14
C -0.07 -0.03 0.01
F 0.05 0.04 0.02
C -0.03 -0.07 -0.09
C 0.10 -0.11 -0.06
F 0.01 0.04 0.04
C 0.16 -0.04 0.01
F -0.02 -0.12 -0.06
H 0.01 -0.03 0.03
H -0.02 0.01 0.00
H -0.02 -0.02 0.00
H 0.01 -0.02 0.01
H -0.02 0.10 -0.05
H 0.02 -0.02 -0.04
H 0.06 -0.03 0.03
H -0.01 0.04 0.01
H 0.02 -0.01 0.00
H 0.05 0.04 -0.05
H 0.01 0.00 0.02
C -0.01 0.13 -0.04
C -0.29 0.11 -0.02
C 0.19 0.07 -0.01
O 0.26 -0.33 0.37
H 0.02 0.02 -0.02
H -0.04 -0.08 0.02
H -0.02 0.01 -0.04
H 0.13 0.06 -0.01
H -0.02 -0.10 -0.08
H -0.02 -0.05 -0.02
H 0.02 0.03 0.00
Se -0.04 0.04 0.01
C -0.05 -0.05 -0.04
C -0.02 0.10 0.01
C 0.02 -0.05 0.00
C 0.00 -0.01 0.01
C 0.01 -0.02 0.00
C -0.03 0.02 0.02
H -0.02 0.01 0.01
H 0.00 0.00 0.01
H 0.00 -0.01 0.00
H 0.00 0.00 -0.01
H -0.01 0.07 -0.04

Summary:
Electronic energy (a.u.): -3833.91593
Total charge: 0
Energy relative to the best compared isomer or geometry (same formula, charge and spin) (kcal/mol): 3.6
LUMO level (eV): -0.759

Atomic charges from the natural (NBO) analysis, expressed in e, are listed below:
1 Rh 0.929
2 C -0.430
3 N -0.313
4 C -0.423
5 C -0.233
6 C -0.242
7 N -0.670
8 C 0.075
9 C 0.258
10 F -0.304
11 C 0.372
12 F -0.298
13 C -0.379
14 C 0.351
15 F -0.302
16 C 0.295
17 F -0.318
18 H 0.191
19 H 0.229
20 H 0.239
21 H 0.188
22 H 0.235
23 H 0.248
24 H 0.205
25 H 0.219
26 H 0.192
27 H 0.218
28 H 0.253
29 C -0.640
30 C 0.100
31 C -0.642
32 O -0.822
33 H 0.206
34 H 0.213
35 H 0.212
36 H 0.160
37 H 0.201
38 H 0.206
39 H 0.209
40 Se 0.050
41 C -0.199
42 C -0.247
43 C -0.204
44 C -0.247
45 C -0.144
46 C -0.294
47 H 0.217
48 H 0.213
49 H 0.212
50 H 0.202
51 H 0.256

=====

> electronic energy of number 3 (C19H23F4N2ORhSe)?

-3833.91593 a.u.